[1]
The following is a quantum chemistry calculation of one molecule with the formula C5H9Cl2NS in a non-equilibrium geometry, from OMol25.

Geometry (Å):
C -1.51 -0.49 -1.44
C 1.22 0.51 0.18
C 0.97 -0.72 0.64
C 1.91 0.86 -1.11
C 0.02 -0.84 1.83
N -1.36 -1.00 1.28
S -1.88 -0.06 0.14
Cl 1.34 -2.24 -0.19
Cl -2.08 2.01 0.82
H -2.07 0.22 -2.20
H -0.51 -0.30 -1.47
H 0.67 1.31 0.62
H 1.87 0.02 -1.79
H 1.33 1.71 -1.57
H 2.93 1.25 -0.99
H 0.26 -0.09 2.44
H 0.06 -1.76 2.39
H -3.17 -0.40 0.41

Computed properties:
Strongest force on any atom in eV Å⁻¹: 5.672
HOMO-LUMO gap in eV: 8.2
SMILES string: C=[S@H](Cl)=NC/C(Cl)=C/C
LUMO in eV: -0.78
HOMO in eV: -9.0
DFT total energy in eV: -42695.5350
Multiplicity: 1
Energy relative to the best compared isomer or geometry (same formula, charge and spin) in kcal/mol: 105.7


[2]
The following is a quantum chemistry calculation of a 3-piece molecular cluster, C5H9Cl7 overall in a non-equilibrium geometry, from OMol25.

Geometry (Å):
Cl 3.65 9.40 -0.75
C 4.04 8.11 -1.88
C 5.32 7.32 -1.52
Cl 6.71 8.36 -1.78
H 4.20 8.64 -2.82
H 3.23 7.44 -2.13
H 5.44 6.45 -2.17
H 5.32 6.87 -0.52
Cl -4.29 -10.03 2.53
C -3.30 -9.20 1.29
C -3.46 -7.71 1.15
Cl -5.10 -7.20 0.74
H -3.56 -9.62 0.32
H -2.26 -9.45 1.45
H -2.70 -7.28 0.50
H -3.29 -7.36 2.17
C -2.01 1.07 0.79
Cl -3.66 1.20 0.25
Cl -0.88 1.73 -0.48
Cl -1.52 -0.50 1.23
H -1.89 1.76 1.63

Computed properties:
Strongest force on any atom in eV Å⁻¹: 2.133
HOMO-LUMO gap in eV: 11.2
SMILES string: ClC(Cl)Cl.ClCCCl.ClCCCl
LUMO in eV: 0.46
HOMO in eV: -10.8
DFT total energy in eV: -92987.7212
Multiplicity: 1
Energy relative to the best compared isomer or geometry (same formula, charge and spin) in kcal/mol: 14.0


[3]
The following is a quantum chemistry calculation of C5H9ClN as an isolated structure in a non-equilibrium geometry, from OMol25.

Geometry (Å):
C -0.13 0.19 2.59
C -0.28 1.42 2.11
C 0.69 -0.43 1.44
C 0.47 0.80 0.44
C -0.28 -0.15 -1.64
N -0.70 0.56 -0.48
Cl -0.85 2.97 2.53
H -0.40 -0.35 3.49
H 1.71 -0.47 1.80
H 0.42 -1.45 1.15
H 1.34 1.05 -0.06
H 0.56 0.48 -2.04
H 0.02 -1.17 -1.43
H -1.17 -0.29 -2.30
H -1.38 0.02 -0.02
H -1.05 1.50 -0.70

Computed properties:
Strongest force on any atom in eV Å⁻¹: 6.867
HOMO-LUMO gap in eV: 10.4
LUMO in eV: -3.33
HOMO in eV: -13.7
DFT total energy in eV: -19333.4676
Multiplicity: 1
Net charge: +1
Energy relative to the best compared isomer or geometry (same formula, charge and spin) in kcal/mol: 57.6